The following is a quantum chemistry calculation of a cluster of 3 separate species, C5H9Br4Cl3 in total in a non-equilibrium geometry, from OMol25.

Geometry as XYZ:
```
21
Properties=species:S:1:pos:R:3:forces:R:3
Br -23.784 0.754 -0.022 0.7 -0.5 -0.4
C -22.589 -0.255 -1.310 -0.3 1.9 -0.2
C -23.496 -1.198 -2.005 -0.8 -1.3 0.3
Br -22.617 -2.623 -3.027 0.2 0.4 0.1
H -21.694 -0.584 -0.782 -0.5 -0.3 0.0
H -22.352 0.529 -2.029 0.5 0.0 0.3
H -24.154 -0.691 -2.711 0.1 0.0 0.2
H -24.092 -1.734 -1.267 -0.1 0.0 -0.3
Br -28.548 -3.796 -8.059 0.0 1.1 0.3
C -27.718 -1.964 -8.025 1.3 -1.0 -0.6
C -26.218 -2.297 -8.335 -0.6 0.1 -0.2
Br -25.060 -0.752 -8.094 -0.1 0.1 0.2
H -27.809 -1.439 -7.074 -0.1 -0.6 0.2
H -28.246 -1.363 -8.765 0.3 -0.3 -0.2
H -25.994 -2.618 -9.352 -0.6 0.2 0.0
H -25.847 -3.113 -7.715 -0.1 0.4 0.3
C -28.972 -3.279 -1.230 0.5 0.1 -0.9
Cl -28.416 -2.082 -2.457 0.0 -0.6 0.0
Cl -28.648 -2.546 0.329 -0.2 -0.5 0.2
Cl -28.175 -4.898 -1.443 -0.5 1.1 0.2
H -30.033 -3.406 -1.445 0.2 -0.1 0.5
```
Forces are in eV/Å.

Values from the calculation:
- Structure (SMILES): ClC(Cl)Cl.BrCCBr.BrCCBr
- Total charge: 0
- Multiplicity: 1
- E_HOMO: -10.357 eV
- Total energy: -11872.52077 Eh



The following is a quantum chemistry calculation of the ion CH2N3O7P with charge -2 in a non-equilibrium geometry, from OMol25.

Geometry as XYZ:
```
14
Properties=species:S:1:pos:R:3:forces:R:3
C 0.465 -0.755 -1.112 0.5 1.3 -3.8
N 0.616 0.571 -0.790 -0.6 0.7 1.6
N 0.400 -0.987 -2.492 -0.8 -2.9 2.2
N 0.492 -1.667 -0.159 0.9 -3.6 -0.5
O 0.101 -2.248 -2.673 0.6 2.3 -0.8
O 0.852 -2.945 -0.174 -0.1 1.7 -0.4
O 0.048 1.013 3.097 0.1 0.7 -0.2
O -1.526 0.006 1.299 0.3 0.4 0.4
O -0.016 1.533 -1.365 0.1 0.0 -0.3
O 0.833 0.775 0.632 0.2 -0.1 0.4
O -0.930 2.510 1.172 0.0 0.0 0.5
P -0.497 1.016 1.721 -0.3 -0.5 -2.7
H -0.920 2.564 0.186 0.3 -0.7 0.7
H 0.083 -1.385 0.659 -1.3 0.9 2.7
```
Forces are in eV/Å.

Values from the calculation:
- Structure (SMILES): O=N/C(=[NH+]\[O-])N([O-])O[P@](=O)([O-])O
- Total charge: -2
- Multiplicity: 1
- E_HOMO (alpha / beta): 0.050 / 0.142 eV
- Total energy: -1071.49885 Eh



The following is a quantum chemistry calculation of a structure of composition C52H42ClF3IMoN4O5S3 in a non-equilibrium geometry, from OMol25.

Geometry as XYZ:
```
112
Properties=species:S:1:pos:R:3:forces:R:3
Mo -4.045 -2.712 -1.242 0.4 2.0 0.8
O -5.370 -1.168 -1.084 4.3 -8.0 1.0
C -5.677 0.043 -1.012 -4.1 8.6 -0.8
C -6.261 0.432 -2.420 -1.1 0.4 -3.3
O -6.528 -0.346 -3.333 0.9 0.1 2.0
O -6.659 1.742 -2.667 1.2 -0.8 2.0
C -4.866 1.295 -0.484 2.7 -0.2 -3.8
C -4.472 1.269 0.791 -0.6 -0.1 2.1
C -3.889 2.391 1.360 1.9 1.5 0.3
C -3.574 3.542 0.610 -0.5 -0.9 -1.5
C -3.616 3.478 -0.813 -0.8 -2.2 1.8
C -4.174 2.302 -1.322 -1.0 -0.3 1.5
C -7.119 0.265 -0.321 -0.9 1.4 -0.2
C -8.034 -0.723 -0.570 -0.8 0.5 1.0
C -9.362 -0.551 -0.220 -1.2 -1.7 0.0
C -9.924 0.610 0.238 -0.1 -0.3 -0.2
C -9.041 1.678 0.433 -1.5 -0.3 -0.7
C -7.707 1.536 0.135 2.6 -0.3 1.3
H -7.297 1.628 -3.361 -0.4 0.0 -0.9
H -4.730 0.367 1.360 0.2 0.5 0.2
H -3.357 2.377 2.312 -0.8 0.0 0.4
H -3.192 4.456 0.997 0.5 0.2 1.1
H -3.076 4.191 -1.421 -0.3 0.0 -0.1
H -3.957 2.133 -2.331 -0.6 -0.5 -1.7
H -7.895 -1.659 -1.035 1.1 -0.8 -0.4
H -9.936 -1.484 -0.335 -0.3 0.7 0.0
H -11.021 0.678 0.375 0.9 0.1 0.1
H -9.595 2.583 0.677 1.1 0.4 0.3
H -7.032 2.369 0.494 -0.7 -1.0 -1.1
N 5.705 -6.532 -0.267 1.7 -1.3 1.0
S 4.330 -6.447 -0.744 -0.2 2.2 -0.7
N 2.854 -0.880 0.312 -0.5 0.3 0.3
S 2.232 0.256 0.999 4.5 1.6 -1.0
N 1.139 0.169 2.107 -3.4 -1.4 0.5
S -0.091 -0.959 1.589 -0.3 3.3 -0.6
N -4.581 -4.162 -0.666 0.9 2.3 -1.4
C -1.363 -0.657 2.864 0.4 -2.1 -1.0
C -0.854 -0.328 4.092 -0.1 0.6 1.9
C -1.683 -0.404 5.227 -1.8 -0.9 -1.5
C -3.098 -0.790 5.028 3.1 1.8 -0.4
C -3.583 -0.996 3.716 -0.2 -0.6 0.8
C -2.659 -1.130 2.635 -0.7 0.6 0.3
C 0.687 -2.487 1.810 -1.9 1.9 1.1
C 0.931 -3.085 0.610 0.8 0.5 -1.1
C 1.489 -4.326 0.766 0.9 0.5 -1.0
C 2.098 -4.732 1.936 -1.3 -0.7 0.2
C 1.889 -3.992 3.094 0.2 0.7 -0.1
C 1.035 -2.814 3.080 3.1 -4.0 -0.2
C 3.285 1.232 2.274 -0.6 -1.0 -0.6
C 4.283 0.467 2.786 0.4 -2.2 0.8
C 4.830 0.853 3.992 0.6 1.3 0.7
C 4.509 2.071 4.596 0.3 1.2 1.2
C 3.468 2.888 4.102 1.7 -1.8 -0.7
C 2.909 2.377 2.938 -2.7 1.9 -0.4
C 2.006 1.702 -0.079 1.7 -0.7 -1.2
C 2.855 2.222 -1.059 -0.2 -1.2 -0.1
C 2.463 3.371 -1.731 1.9 -0.8 -1.2
C 1.340 4.091 -1.486 -1.7 -2.8 3.8
C 0.515 3.627 -0.394 1.2 1.7 -0.1
C 0.976 2.467 0.228 -4.2 1.2 2.9
C 4.167 -4.724 -1.326 -3.9 -0.7 -1.8
C 4.919 -3.612 -1.077 1.6 0.4 1.1
C 4.584 -2.412 -1.667 0.2 2.5 -1.0
C 3.416 -2.213 -2.430 1.1 0.7 1.0
C 2.589 -3.303 -2.541 -1.5 0.1 -2.6
C 2.966 -4.553 -2.128 2.4 0.2 1.9
C 6.254 1.128 -0.646 1.2 -0.4 -2.4
C 7.068 1.698 -1.665 1.1 -1.0 1.2
C 8.209 0.821 -2.183 -1.7 2.6 1.1
C 8.210 -0.494 -1.686 2.9 -1.3 -1.8
C 7.389 -0.957 -0.717 -3.4 -2.5 3.3
C 6.331 -0.208 -0.277 -2.3 1.6 2.5
H 0.203 -0.028 4.095 -0.5 0.0 0.4
H -1.311 -0.203 6.237 -0.1 0.0 -0.5
H -3.645 -0.680 5.965 -0.6 -0.4 -0.7
H -4.696 -1.099 3.604 1.3 -0.2 -0.2
H -2.977 -1.556 1.645 0.4 0.8 1.2
H 1.006 -2.415 -0.348 -0.8 -1.8 1.7
H 1.741 -4.792 -0.132 0.2 -1.2 -1.1
H 2.604 -5.721 1.904 0.0 1.0 0.4
H 2.583 -4.306 3.867 -0.7 0.4 0.8
H 0.922 -2.250 3.977 -0.4 0.5 0.2
H 4.468 -0.587 2.444 -0.1 1.2 -0.1
H 5.552 0.276 4.530 0.4 -0.6 -0.1
H 5.095 2.424 5.504 -0.9 -0.7 -1.1
H 3.156 3.827 4.540 -0.1 -0.2 0.0
H 1.981 2.891 2.613 0.7 -0.2 -0.1
H 3.760 1.723 -1.375 0.1 -0.1 0.1
H 3.150 3.660 -2.528 -0.2 0.3 0.1
H 1.172 4.957 -1.973 -0.8 2.7 -1.6
H -0.226 4.294 0.178 0.9 -1.3 -1.3
H 0.531 2.124 1.193 -0.6 0.8 -1.0
H 5.801 -3.599 -0.389 -0.8 -0.5 -0.8
H 5.261 -1.511 -1.557 -1.1 -1.6 -0.1
H 3.157 -1.194 -2.833 0.3 -1.4 0.5
H 1.707 -3.204 -3.222 0.5 -0.2 0.9
H 2.361 -5.404 -2.289 -0.7 -0.8 -0.3
H 6.891 2.808 -1.836 0.8 -1.6 -0.3
H 9.084 1.355 -2.759 -2.1 -1.6 0.8
H 8.873 -1.329 -2.067 -0.1 1.6 0.2
H 7.106 -1.946 -0.037 2.5 1.5 -2.8
H 5.557 -0.716 0.446 1.4 1.5 -1.4
Cl -1.396 4.571 3.565 0.0 -0.2 -0.2
F -0.267 6.726 -9.087 0.4 -1.6 -4.4
C -0.067 6.099 -7.994 -0.5 1.8 0.3
F -3.470 -6.602 -8.834 0.0 0.0 0.0
F -0.358 7.147 -7.281 0.1 -0.3 4.1
C 1.714 0.527 -6.005 -2.6 -0.7 1.2
O 2.706 1.045 -6.271 0.6 0.1 -0.4
O 0.683 0.051 -5.677 2.0 0.7 -0.8
H -2.526 -2.364 -0.097 -2.0 -0.6 -1.3
I -2.492 -1.965 -3.536 -1.0 -1.0 1.5
```
Forces are in eV/Å.

Values from the calculation:
- Total charge: -1
- Multiplicity: 3
- E_HOMO (alpha / beta): -4.474 / -4.474 eV
- Total energy: -4921.35737 Eh



The following is a quantum chemistry calculation of the molecule C5H8OSi in a non-equilibrium geometry, from OMol25.

Geometry as XYZ:
```
15
Properties=species:S:1:pos:R:3:forces:R:3
C 1.889 0.043 0.030 0.8 2.0 -1.8
C 1.758 1.435 -0.188 -0.8 -2.5 2.3
C 0.553 -0.485 0.015 0.9 0.4 0.5
C -0.300 0.557 0.083 -0.3 1.4 0.4
C 0.235 -1.908 0.016 0.9 0.1 -0.4
O 0.424 1.730 -0.001 0.6 0.3 -0.7
Si -2.187 0.829 0.041 0.1 1.0 -0.8
H 2.854 -0.520 0.019 -1.2 0.5 0.0
H 2.459 2.267 -0.107 -0.4 -0.3 -0.3
H -0.517 -2.104 0.673 -2.2 -0.5 2.2
H -0.159 -2.305 -0.888 0.3 -0.2 -1.2
H 1.085 -2.436 0.377 0.7 -0.8 -0.1
H -2.250 0.800 -1.492 -0.8 -0.2 0.9
H -2.847 2.149 0.520 1.1 -0.6 -0.4
H -2.997 -0.053 0.904 0.2 -0.6 -0.4
```
Forces are in eV/Å.

Values from the calculation:
- Structure (SMILES): Cc1ccoc1[SiH3]
- Total charge: 0
- Multiplicity: 1
- E_HOMO: -8.582 eV
- Total energy: -559.97322 Eh